# 1
Entry from the OMol25 dataset: a cluster of 2 separate species, C5H13NO in total (the ωB97M-V functional and the def2-TZVPD basis).

ORCA input file:
```
! RIJCOSX wB97M-V def2-TZVPD def2/J DEFGRID3
* xyz 0 1
C 2.28976 0.74702 -1.16534
C 1.09266 0.09572 -0.50877
C -0.12961 0.41119 -0.91967
C -1.38823 -0.08487 -0.24740
N -1.51429 -1.56304 -0.23615
C -1.85415 -2.14340 1.10383
H 2.27047 1.81341 -1.31601
H 2.50218 0.26834 -2.11677
H 3.16571 0.55343 -0.54831
H 1.23662 -0.63730 0.27494
H -0.32471 1.16275 -1.67101
H -2.25263 0.24968 -0.81224
H -1.50319 0.36549 0.72871
H -0.60257 -1.94084 -0.46300
H -2.08499 -1.34317 1.80583
H -1.15827 -2.92530 1.36669
H -2.82775 -2.59332 0.98612
O 1.42326 2.50832 1.36617
H 0.67452 2.97938 1.75905
H 0.98523 2.07653 0.61333
*
```

Its LUMO energy is 0.9 eV. The energy above the lowest of the compared OMol25 structures with the same formula, charge and spin is 2.106 eV. The max |F| comes out at 2.200 eV/A. For the highest occupied orbital energy, the calculation gives -8.7 eV. The total energy is -328.24145 a.u.

Here are the Löwdin charges for atoms 1 to 6, given in e:
1 C -0.105
2 C -0.176
3 C -0.122
4 C -0.244
5 N -0.111
6 C -0.111

# 2
Entry from the OMol25 dataset: a cluster of 2 separate species, C5H13NO in total (the ωB97M-V functional and the def2-TZVPD basis).

ORCA input file:
```
! RIJCOSX wB97M-V def2-TZVPD def2/J DEFGRID3
* xyz 0 1
C -1.19942 1.60617 -1.91212
C -0.85359 0.99829 -0.56391
C 0.38242 0.73721 -0.14193
C 1.59248 0.77517 -1.04565
N 0.55214 0.21894 1.17218
C 1.26744 -1.04125 1.35874
H -0.53677 2.44794 -2.11598
H -1.10377 0.84849 -2.69339
H -2.22048 1.97600 -1.89825
H -1.67544 0.74762 0.08749
H 1.43764 1.37997 -1.93210
H 1.83389 -0.25422 -1.33980
H 2.48324 1.06859 -0.48778
H 0.72027 0.92096 1.87411
H 0.70377 -1.71325 1.99440
H 1.26777 -1.51879 0.37128
H 2.31773 -0.91756 1.60165
O -1.67509 -2.56172 1.11482
H -1.19788 -1.77894 0.79065
H -1.85243 -2.99496 0.27097
*
```

Its LUMO energy is 0.9 eV. The energy above the lowest of the compared OMol25 structures with the same formula, charge and spin is 1.591 eV. The max |F| comes out at 1.505 eV/A. For the highest occupied orbital energy, the calculation gives -8.5 eV. The total energy is -328.26038 a.u.

Here are the Löwdin charges for atoms 1 to 6, given in e:
1 C -0.101
2 C -0.110
3 C -0.378
4 C -0.041
5 N -0.088
6 C -0.115

# 3
Entry from the OMol25 dataset: an isolated molecule of C5H13NO (the ωB97M-V functional and the def2-TZVPD basis).

ORCA input file:
```
! RIJCOSX wB97M-V def2-TZVPD def2/J DEFGRID3
* xyz 0 1
C -0.82559 2.85541 0.64573
N -0.32976 1.61567 0.00720
C 0.18354 0.65762 1.05368
C 0.96566 -0.46521 0.32440
C 0.28304 -1.22145 -0.88377
C -0.38263 -2.49635 -0.58670
O 1.42642 -1.49833 -1.74761
H -1.28159 2.58649 1.64554
H -1.64345 3.30822 0.12917
H 0.05947 3.48092 0.73014
H -1.04767 1.19466 -0.55648
H -0.65342 0.11280 1.48114
H 0.75817 1.13005 1.83891
H 1.98549 -0.13928 0.13078
H 1.02020 -1.22980 1.10572
H -0.31244 -0.38973 -1.32615
H -1.22328 -2.46346 0.11156
H -0.66803 -2.99532 -1.50850
H 0.28717 -3.28094 -0.23114
H 1.39870 -0.76196 -2.36360
*
```

Its LUMO energy is 1.0 eV. The energy above the lowest of the compared OMol25 structures with the same formula, charge and spin is 1.953 eV. The max |F| comes out at 3.996 eV/A. For the highest occupied orbital energy, the calculation gives -8.8 eV. The total energy is -328.24708 a.u.

Here are the Löwdin charges for atoms 1 to 6, given in e:
1 C -0.136
2 N -0.137
3 C -0.217
4 C -0.143
5 C -0.416
6 C -0.065

# 4
Entry from the OMol25 dataset: the ion C5H13NO with charge +1 (the ωB97M-V functional and the def2-TZVPD basis).

ORCA input file:
```
! RIJCOSX wB97M-V def2-TZVPD def2/J DEFGRID3
* xyz 1 2
C 0.17127 -2.48284 0.84432
N -0.49414 -1.10834 0.90736
C 0.12962 0.00713 0.04782
C -0.79039 1.25207 -0.14968
C -0.56509 1.90945 -1.49864
O -2.17642 0.77037 -0.13328
C 1.52762 0.33054 0.23695
H -0.40680 -3.16415 1.40099
H 0.14204 -2.83208 -0.25814
H 1.19004 -2.66362 1.06345
H -0.51307 -1.01614 1.96189
H 0.09473 -0.32988 -0.95250
H -0.61672 1.94831 0.66134
H -1.55296 2.17982 -1.85754
H 0.22642 2.72480 -1.21416
H -0.14128 1.13338 -2.19260
H -2.11679 -0.18336 0.21836
H 1.81011 0.69562 1.21124
H 1.83583 1.28507 -0.07615
H 2.24598 -0.45615 -0.22103
*
```

Its LUMO energy (spin up / spin down) is -3.3 / -9.0 eV. The expectation value of S² is 0.755. The energy above the lowest of the compared OMol25 structures with the same formula, charge and spin is 3.698 eV. The max |F| comes out at 5.679 eV/A. For the highest occupied orbital energy (spin up / spin down), the calculation gives -14.7 / -14.6 eV. The total energy is -327.87939 a.u.

Here are the Löwdin charges for atoms 1 to 6, given in e:
1 C 0.019
2 N 0.193
3 C -0.322
4 C -0.374
5 C -0.013
6 O -0.034

# 5
Entry from the OMol25 dataset: a cluster of 2 separate species, C5H13NO in total (the ωB97M-V functional and the def2-TZVPD basis).

ORCA input file:
```
! RIJCOSX wB97M-V def2-TZVPD def2/J DEFGRID3
* xyz 1 2
C 1.83854 -1.39678 0.14050
C 0.32401 -1.13502 -0.03073
C 0.13849 0.14640 -0.81625
C -0.42331 0.14252 -2.10384
C 0.63968 1.51711 1.14152
N 0.25421 1.36643 -0.30462
H 2.45469 -0.81396 -0.52657
H 2.15365 -1.13738 1.14872
H 2.04857 -2.45866 0.07357
H -0.38841 -1.01096 0.78601
H -0.07129 -1.91170 -0.67885
H -1.12468 0.95482 -2.27025
H -0.22249 -0.42716 -2.99289
H 1.23270 0.66214 1.44365
H -0.22059 1.49309 1.80489
H 1.23068 2.41891 1.22473
H 0.98423 1.88187 -0.77732
H -2.85372 -0.09955 0.84898
H -4.23957 -0.29751 1.31039
O -3.75538 0.10541 0.57836
*
```

Its LUMO energy (spin up / spin down) is -4.4 / -7.0 eV. The expectation value of S² is 0.759. The energy above the lowest of the compared OMol25 structures with the same formula, charge and spin is 1.986 eV. The max |F| comes out at 3.308 eV/A. For the highest occupied orbital energy (spin up / spin down), the calculation gives -14.7 / -14.7 eV. The total energy is -327.94231 a.u.

Here are the Löwdin charges for atoms 1 to 6, given in e:
1 C -0.045
2 C -0.143
3 C -0.288
4 C 0.246
5 C 0.005
6 N 0.065

# 6
Entry from the OMol25 dataset: the ion C5H13NO with charge +1 (the ωB97M-V functional and the def2-TZVPD basis).

ORCA input file:
```
! RIJCOSX wB97M-V def2-TZVPD def2/J DEFGRID3
* xyz 1 2
C -1.02793 -1.29582 0.30760
O -0.22430 -2.26192 -0.30340
C -0.90895 0.07211 -0.44875
C 0.02288 1.12996 0.22316
C 1.48904 0.93207 -0.19606
C 2.19943 -0.05236 0.73920
N -2.23520 0.66459 -0.46303
H -2.07139 -1.62644 0.29537
H -0.65868 -1.11231 1.31128
H -0.61211 -2.59843 -1.11560
H -0.66825 -0.08386 -1.51467
H -0.35866 2.08834 -0.14654
H -0.13261 1.08003 1.29926
H 1.49183 0.48296 -1.18154
H 1.97681 1.90392 -0.18166
H 3.28107 -0.06961 0.61381
H 1.85632 -1.07884 0.58876
H 1.90395 0.14720 1.77436
H -2.24676 1.56522 -0.94913
H -3.07650 0.11319 -0.65242
*
```

Its LUMO energy (spin up / spin down) is -3.6 / -8.7 eV. The expectation value of S² is 0.754. The energy above the lowest of the compared OMol25 structures with the same formula, charge and spin is 1.785 eV. The max |F| comes out at 2.791 eV/A. For the highest occupied orbital energy (spin up / spin down), the calculation gives -15.0 / -15.0 eV. The total energy is -327.94968 a.u.

Here are the Löwdin charges for atoms 1 to 6, given in e:
1 C -0.189
2 O -0.027
3 C -0.263
4 C -0.136
5 C -0.215
6 C -0.086

# 7
Entry from the OMol25 dataset: an isolated molecule of C5H13NO2 (the ωB97M-V functional and the def2-TZVPD basis).

ORCA input file:
```
! RIJCOSX wB97M-V def2-TZVPD def2/J DEFGRID3
* xyz 0 1
C -1.12654 1.42419 0.42528
C -0.89295 -0.02348 -0.00180
C -1.64006 -0.96309 0.95222
O -1.33207 -0.24595 -1.33307
C 0.71232 -0.51056 -0.02369
O 1.26010 -0.54551 1.25613
C 1.38213 0.54649 -0.84956
N 2.79669 0.00363 -1.14850
H -0.55501 1.63570 1.32628
H -2.18726 1.60513 0.61266
H -0.82342 2.11069 -0.36188
H -2.71599 -0.79264 0.88003
H -1.34766 -0.78535 1.98524
H -1.44328 -2.00367 0.69825
H -2.25037 0.04130 -1.40842
H 0.70521 -1.48675 -0.52562
H 0.90446 -1.30238 1.73345
H 1.51905 1.46799 -0.28767
H 0.88510 0.68310 -1.80663
H 2.79123 -0.76336 -1.81371
H 3.35832 -0.09548 -0.30900
*
```

Its LUMO energy is 0.7 eV. The energy above the lowest of the compared OMol25 structures with the same formula, charge and spin is 1.527 eV. The max |F| comes out at 4.238 eV/A. For the highest occupied orbital energy, the calculation gives -8.5 eV. The total energy is -403.52051 a.u.

Here are the Löwdin charges for atoms 1 to 6, given in e:
1 C -0.032
2 C -0.549
3 C -0.042
4 O -0.030
5 C -0.340
6 O -0.009

# 8
Entry from the OMol25 dataset: a structure of composition C5H13NO2 (the ωB97M-V functional and the def2-TZVPD basis).

ORCA input file:
```
! RIJCOSX wB97M-V def2-TZVPD def2/J DEFGRID3
* xyz 0 1
C 1.79023 0.57432 1.04190
C 0.92938 1.45451 0.10222
C 1.35177 2.89946 0.24172
N 1.84766 -0.84843 0.77833
H 2.77041 1.02059 1.03687
H 1.29243 0.67035 2.02179
H -0.12420 1.34139 0.23133
H 1.11460 1.07898 -0.97461
H 1.27296 3.17576 1.30544
H 2.35569 3.06452 -0.02341
H 0.71094 3.55236 -0.40462
H 0.52505 -0.97876 0.47978
H 2.42267 -1.02600 -0.04577
H 2.20815 -1.38438 1.56649
O -2.63347 -2.01771 -0.30067
C -1.68534 -1.24043 -0.54114
O -0.54807 -1.29280 0.13692
C -1.81445 -0.09636 -1.49694
H -0.78244 0.23291 -1.78266
H -2.24769 -0.61279 -2.40130
H -2.42950 0.73932 -1.23425
*
```

Its LUMO energy is 0.4 eV. The energy above the lowest of the compared OMol25 structures with the same formula, charge and spin is 1.758 eV. The max |F| comes out at 3.209 eV/A. For the highest occupied orbital energy, the calculation gives -8.9 eV. The total energy is -403.51200 a.u.

Here are the Löwdin charges for atoms 1 to 6, given in e:
1 C -0.249
2 C -0.266
3 C -0.114
4 N 0.038
5 H 0.107
6 H 0.137

# 9
Entry from the OMol25 dataset: a cluster of 3 separate species, C5H13NO2 in total (the ωB97M-V functional and the def2-TZVPD basis).

ORCA input file:
```
! RIJCOSX wB97M-V def2-TZVPD def2/J DEFGRID3
* xyz 0 1
C -1.09149 1.57346 0.78225
C 0.16124 1.70497 1.21368
C 1.34532 1.86345 1.70903
H -1.89622 2.05225 1.32916
H -1.24712 1.46920 -0.28634
H 1.86103 2.80887 1.60466
H 1.88251 1.05882 2.18447
C -0.65297 -0.48233 -2.89313
N 0.16433 0.33010 -2.00316
O 1.15640 -0.50538 -1.38876
H -1.31101 0.18518 -3.45126
H -1.25811 -1.15567 -2.28569
H -0.06703 -1.08006 -3.60104
H 0.71462 0.98139 -2.55917
H 0.83471 -0.62113 -0.47063
C 0.03725 -2.04907 1.82639
O 0.01489 -0.81382 1.15713
H -0.50522 -2.82401 1.27721
H 1.08354 -2.36759 1.88465
H -0.34650 -1.97434 2.85143
H -0.88019 -0.15430 1.11910
*
```

Its LUMO energy is 0.9 eV. The energy above the lowest of the compared OMol25 structures with the same formula, charge and spin is 5.818 eV. The max |F| comes out at 4.056 eV/A. For the highest occupied orbital energy, the calculation gives -8.9 eV. The total energy is -403.36280 a.u.

Here are the Löwdin charges for atoms 1 to 6, given in e:
1 C -0.051
2 C -0.161
3 C 0.030
4 H 0.073
5 H 0.055
6 H 0.068

# 10
Entry from the OMol25 dataset: an isolated molecule of C5H13NO2 (the ωB97M-V functional and the def2-TZVPD basis).

ORCA input file:
```
! RIJCOSX wB97M-V def2-TZVPD def2/J DEFGRID3
* xyz 0 1
C -0.26175 1.42829 -2.05630
N -1.15669 0.80459 -1.09136
C -0.56782 -0.23983 -0.18189
C -1.72147 -1.18212 0.32170
O -1.39659 -2.48987 0.05618
C 0.44531 0.27414 0.99360
C 1.81443 0.42373 0.49449
O 2.66739 0.85685 1.55196
H 0.11067 0.57897 -2.85758
H -0.80951 1.85954 -2.85654
H 0.49795 2.06520 -1.55318
H -1.50367 1.63391 -0.52933
H 0.14942 -0.89171 -0.76717
H -1.59168 -1.17624 1.40960
H -2.67495 -0.72870 0.00776
H -1.63171 -2.96774 -0.77735
H 0.27533 1.17477 1.58653
H 0.32794 -0.67416 1.70966
H 2.32722 -0.49469 0.39521
H 1.86335 1.16447 -0.35528
H 2.33794 1.66311 1.93245
*
```

Its LUMO energy is 0.9 eV. The energy above the lowest of the compared OMol25 structures with the same formula, charge and spin is 3.867 eV. The max |F| comes out at 4.327 eV/A. For the highest occupied orbital energy, the calculation gives -8.8 eV. The total energy is -403.43451 a.u.

Here are the Löwdin charges for atoms 1 to 6, given in e:
1 C -0.167
2 N -0.124
3 C -0.274
4 C -0.262
5 O -0.073
6 C -0.141

# 11
Entry from the OMol25 dataset: a cluster of 3 separate species, C5H13NO2 in total (the ωB97M-V functional and the def2-TZVPD basis).

ORCA input file:
```
! RIJCOSX wB97M-V def2-TZVPD def2/J DEFGRID3
* xyz 0 1
C 1.46451 2.24586 -1.13418
C 1.65022 1.04474 -0.60094
C 0.83403 0.52352 0.50822
C -0.22218 1.08279 1.08851
N -0.99532 0.47755 2.08654
C -0.43024 -0.54375 2.93519
H 1.97728 2.57814 -2.02898
H 0.74549 2.89461 -0.67249
H 2.46841 0.35568 -0.79737
H 1.16406 -0.39719 0.97111
H -0.60037 2.06454 0.82454
H -1.41893 1.21321 2.65042
H -1.24219 -0.98289 3.49607
H -0.06106 -1.40028 2.35859
H 0.43652 -0.23685 3.51808
O -0.91389 -0.82936 -1.66205
H -0.85133 -0.55980 -0.73569
H -0.03489 -0.56588 -1.97368
O -0.95118 -3.07644 -3.74884
H -1.72775 -3.65585 -3.67252
H -1.29119 -2.23235 -3.41051
*
```

Its LUMO energy is 0.7 eV. The energy above the lowest of the compared OMol25 structures with the same formula, charge and spin is 2.484 eV. The max |F| comes out at 1.349 eV/A. For the highest occupied orbital energy, the calculation gives -8.1 eV. The total energy is -403.48534 a.u.

Here are the Löwdin charges for atoms 1 to 6, given in e:
1 C 0.005
2 C -0.196
3 C -0.162
4 C -0.166
5 N -0.086
6 C -0.123

# 12
Entry from the OMol25 dataset: a cluster of 3 separate species, C5H13NO2 in total (the ωB97M-V functional and the def2-TZVPD basis).

ORCA input file:
```
! RIJCOSX wB97M-V def2-TZVPD def2/J DEFGRID3
* xyz 0 1
C -0.61997 -0.08519 -1.54560
N 0.43517 -2.03811 0.26742
C -0.10996 -0.87886 0.67337
C 0.01092 0.29598 -0.18850
C -1.94346 -2.07828 1.83094
C -1.20622 -0.98883 1.60739
H -1.35320 -0.89390 -1.50878
H 0.20927 -0.51706 -2.11578
H -1.00102 0.72112 -2.14415
H -0.02297 -2.78710 0.78336
H 1.43476 -2.16085 0.36459
H -0.49624 1.14878 0.26161
H -2.67026 -1.92800 2.60395
H -2.03662 -2.93412 1.17928
H -1.63426 -0.10921 2.06549
H 1.09082 0.48948 -0.31215
H 1.46421 2.36959 -0.85819
O 0.26746 2.91418 -0.85139
H 0.10460 3.83906 -0.63149
H 3.09566 2.26397 -1.26976
O 2.37923 1.71305 -0.95016
*
```

Its LUMO energy is -2.4 eV. The energy above the lowest of the compared OMol25 structures with the same formula, charge and spin is 5.575 eV. The max |F| comes out at 3.038 eV/A. For the highest occupied orbital energy, the calculation gives -7.1 eV. The total energy is -403.37173 a.u.

Here are the Löwdin charges for atoms 1 to 6, given in e:
1 C -0.042
2 N 0.211
3 C -0.205
4 C -0.191
5 C 0.091
6 C -0.072

Q: Which of these has the lowest max |F|?
A: number 11